(1)
50
Properties=species:S:1:pos:R:3:forces:R:3 method="wB97M-V/def2-TZVPD" smiles=CCCN1CCC(COc2nc3c(I)cccc3c3ncccc23)CC1 orbital_gap_ha=0.2825 spin_multiplicity=1 e_lumo_ev=-0.04 e_tot_ev=-36782.383 charge=0
C -5.580 -2.985 2.475 0.13 2.31 1.09
H -5.370 3.002 3.305 -1.41 1.58 0.61
H 0.411 -1.471 1.684 -0.27 -0.90 -1.11
C 0.668 -0.501 1.294 0.72 -0.01 0.48
H 1.233 -0.172 2.132 0.45 1.03 1.13
C 4.763 1.145 -3.610 -0.49 2.30 -2.78
H 4.589 0.804 -5.823 0.40 0.06 0.44
H -3.111 3.969 2.824 0.14 1.12 -0.02
H 5.013 0.457 -2.851 0.38 -0.22 1.27
H -1.438 2.591 1.865 1.39 -0.02 -0.32
C 3.305 1.348 -0.865 0.10 -0.46 -2.25
C 0.921 -0.488 -1.299 2.55 2.44 1.51
C 1.707 -0.375 0.130 -3.85 -0.04 0.04
I -1.678 -4.612 1.060 -1.33 1.27 0.60
H 2.785 -1.309 -2.158 -0.47 0.81 0.34
C 3.203 1.454 -3.566 1.54 -1.53 2.79
C -3.279 2.930 2.766 -0.12 0.38 -0.67
H 1.657 -0.634 -3.268 0.08 0.55 -0.49
C -5.410 -1.599 2.747 2.07 -2.32 -0.90
O -0.523 0.296 1.232 0.34 0.50 0.39
C -4.103 -1.050 2.517 -1.72 -1.68 -0.20
N -1.885 -1.478 1.644 2.02 3.45 0.29
H 2.298 -1.252 0.340 0.48 -0.51 -0.70
C -1.652 -0.199 1.800 0.74 -1.02 -2.40
C -3.109 -1.870 1.962 -0.60 -2.47 0.45
H 5.400 2.109 -3.615 -0.96 -1.51 0.51
C 5.083 0.401 -4.920 -0.39 -0.80 -0.02
H 3.215 0.764 1.230 -0.66 0.07 -0.91
H 4.285 0.896 -0.865 0.77 -0.07 0.46
N -4.767 1.120 3.098 -0.96 1.49 -0.06
C -3.287 -3.263 1.755 -1.35 -0.90 0.26
H -6.492 -3.451 2.769 -0.62 -0.19 -0.09
H 2.936 2.499 -3.807 0.14 -0.37 0.53
C -4.539 2.443 3.062 1.68 -3.03 0.22
C -3.797 0.327 2.682 -1.10 0.13 0.08
H 3.444 2.445 -0.807 -0.14 -0.54 -0.42
H 0.267 0.403 -1.580 0.65 -1.22 0.99
C -4.542 -3.792 2.051 1.11 -1.93 -0.57
N 2.709 0.921 -2.199 -1.64 0.40 -1.03
H -6.207 -1.044 3.166 -0.50 0.67 0.23
H 4.771 -0.661 -4.840 -0.24 0.48 0.00
C -2.595 0.813 2.234 1.94 -3.25 -0.48
H 0.416 -1.400 -1.331 -1.05 -1.46 0.02
H 6.147 0.309 -5.060 0.49 0.31 -0.34
H 1.811 1.713 0.632 0.48 -0.72 -0.22
C -2.286 2.113 2.252 -1.73 2.60 1.13
C 2.059 -0.441 -2.280 1.40 0.55 -0.26
H 2.754 0.800 -4.310 -0.25 0.17 0.09
C 2.520 0.887 0.349 -0.59 0.96 0.41
H -4.721 -4.912 1.999 0.28 1.56 -0.11


(2)
52
Properties=species:S:1:pos:R:3:forces:R:3 method="wB97M-V/def2-TZVPD" de_lowest_kcal_mol=44.6 orbital_gap_ha=0.2664 spin_multiplicity=1 e_lumo_ev=-3.26 e_tot_ev=-81434.921 charge=+1
Lu 0.077 -0.124 1.592 0.30 -0.07 3.98
C -3.892 -0.664 0.684 -0.05 -0.46 0.07
C -1.764 -3.812 1.189 -0.15 -0.04 0.17
C 0.000 -2.587 -0.709 0.22 0.05 -0.47
C 3.552 -1.973 -2.038 0.09 -0.46 -0.01
N 0.030 1.809 2.448 -0.18 0.31 0.38
C 0.302 1.599 -0.735 0.01 0.22 -0.14
C 2.652 0.156 -1.391 0.54 -1.07 -0.23
C -3.250 1.747 2.008 0.15 -0.09 0.63
C 1.425 2.332 -1.142 -0.60 1.04 0.68
C 2.685 1.625 -1.415 -1.94 -0.95 -1.75
H -2.608 -3.291 0.720 0.25 -0.19 0.10
P -0.249 -2.815 1.103 0.31 -0.41 -0.36
H 1.134 -4.054 2.623 0.12 -0.20 -0.48
O 2.759 1.001 1.407 -0.23 -0.61 0.43
H -2.003 -3.996 2.244 -0.03 -0.04 -0.27
H 4.351 -2.579 -2.454 0.00 0.14 0.03
H -0.861 -2.005 -1.098 0.37 -0.35 0.13
H 0.761 -4.999 1.126 0.29 0.24 0.16
H -2.886 1.675 3.042 -0.28 0.24 -0.21
H -3.871 -1.005 -0.359 -0.03 0.04 0.26
H 3.574 2.102 -1.318 3.17 1.38 3.46
H -2.112 3.990 -0.826 0.62 0.09 -0.26
H -4.343 1.621 1.984 0.42 0.19 0.03
O 0.449 4.166 2.535 -0.51 -1.96 -0.02
C 2.372 -2.627 -1.665 -0.03 0.09 0.32
C 3.713 -0.595 -1.913 -0.69 -0.25 -0.27
C 0.223 2.996 2.498 0.54 1.65 -0.02
P -2.460 0.408 1.042 -1.07 1.23 -1.01
C 3.354 1.837 0.942 0.61 0.67 0.97
H -2.218 0.446 -1.353 0.07 0.66 0.27
H -4.822 -0.112 0.880 0.29 -0.28 -0.20
H 3.067 1.946 -2.366 -1.49 -0.51 -2.87
C 1.313 -1.906 -1.115 0.04 0.72 0.62
H -3.845 -1.538 1.344 -0.25 0.15 -0.16
C 0.051 4.305 -1.136 -0.44 0.28 0.14
H -3.141 1.880 -0.731 0.27 -0.29 -0.20
H 4.612 -0.101 -2.309 -0.42 -0.26 0.31
C 1.309 3.724 -1.256 -0.61 -0.25 -0.45
H -2.965 2.728 1.604 -0.01 -0.28 0.14
N 0.538 0.282 -0.215 0.09 0.31 -4.75
H -0.021 -3.606 -1.127 -0.10 0.34 -0.14
H 2.009 -3.687 1.091 -0.22 -0.14 0.17
H 2.264 -3.717 -1.739 0.21 0.48 -0.24
C -2.229 1.272 -0.605 -0.01 -0.16 0.21
H -1.580 -4.772 0.687 -0.18 0.24 0.10
C -1.003 2.172 -0.741 0.74 -0.74 0.22
H -0.083 5.373 -1.231 0.25 0.08 0.00
C 1.506 -0.510 -0.920 -0.15 0.10 -0.01
H 2.177 4.345 -1.498 -0.29 -0.25 0.11
C 1.055 -4.015 1.523 -0.11 -0.01 0.33
C -1.108 3.552 -0.913 0.08 -0.61 0.11


(3)
52
Properties=species:S:1:pos:R:3:forces:R:3 method="wB97M-V/def2-TZVPD" de_lowest_kcal_mol=0.0 orbital_gap_ha="0.2459 / 0.2340" spin_multiplicity=5 e_lumo_ev="-4.39 / -4.81" e_tot_ev=-87920.720 s2=6.2582 charge=+1
H 3.754 0.342 -0.433 -0.13 0.08 -0.10
H 0.001 2.005 1.573 -0.22 0.22 0.01
C -3.255 2.360 -1.918 -0.91 0.17 0.38
H -4.910 2.907 -0.651 0.39 -0.12 -0.12
C 0.111 1.239 -3.179 0.41 -0.06 0.44
C 2.194 0.502 -4.238 -0.90 0.32 -0.54
H -2.910 0.353 3.668 0.19 -0.16 -0.15
H 0.443 1.092 -5.322 0.09 -0.03 0.26
H -0.873 -1.173 -0.960 -0.91 -0.51 -0.20
C -0.787 -4.806 1.955 -2.04 -2.75 -0.07
C -1.541 -1.664 -0.133 -3.67 -2.23 0.43
H -2.669 -1.385 3.293 -0.01 0.18 0.01
H -1.440 2.308 2.588 0.03 -0.12 -0.09
N -1.450 -5.783 1.928 1.69 2.68 -0.04
H -3.290 -0.298 2.053 0.16 0.03 0.06
C 2.090 0.581 -1.815 0.52 -0.18 -0.43
C -1.216 1.684 -0.753 0.56 -0.22 -1.16
H 3.769 -2.375 -0.963 -0.26 -0.06 0.06
C 0.743 1.049 -1.901 -1.24 -0.02 -0.06
H -1.712 1.838 -4.144 0.00 -0.05 0.16
P 2.090 -1.203 0.365 2.22 0.40 -0.82
C 3.184 -1.280 1.826 0.15 -0.04 0.10
H 0.283 -0.956 4.238 -0.14 0.17 -0.08
C -1.854 1.932 0.500 -0.65 0.04 0.19
C 0.888 0.955 -4.335 0.78 -0.28 -0.62
H -3.813 2.522 -2.842 0.15 -0.01 0.24
H -0.302 0.701 4.569 0.02 -0.11 -0.17
H 2.918 -0.499 2.548 0.03 -0.10 -0.20
C 0.143 0.045 3.813 0.17 -0.05 0.13
H 4.225 -1.122 1.522 -0.15 -0.10 0.06
H 2.291 1.139 0.246 0.27 0.11 -0.20
P -0.907 -0.047 2.322 -1.81 2.73 1.58
C -3.872 2.569 -0.698 -0.01 0.04 -1.08
H 3.826 -0.031 -2.902 -0.21 0.08 -0.09
H 2.473 -3.485 -0.381 0.13 0.26 -0.05
O -2.566 -2.311 -0.057 3.03 2.48 -1.21
C -3.171 2.368 0.507 1.18 -0.43 0.35
C -1.912 1.909 -1.994 0.22 -0.01 0.45
H 2.779 0.274 -5.134 -0.35 0.16 0.29
Mn -0.066 -1.580 1.013 0.69 -1.29 -0.61
C -1.044 1.723 1.751 0.40 -0.30 0.13
C 2.690 -2.487 -0.782 0.02 -0.22 0.00
H 2.154 -2.385 -1.734 0.14 0.02 0.18
H 1.137 0.432 3.557 -0.23 0.01 -0.01
C 2.797 0.320 -2.978 -0.42 0.13 1.28
C 2.660 0.371 -0.442 -0.27 -0.27 0.37
N 0.050 1.239 -0.766 0.37 -0.03 0.68
H -3.661 2.563 1.459 0.07 0.00 -0.17
C -1.220 1.670 -3.188 0.10 0.05 0.02
H 3.091 -2.247 2.332 0.01 0.12 -0.15
C -2.598 -0.365 2.899 -0.19 -0.39 0.18
S 0.256 -3.511 2.117 0.58 -0.35 0.39


(4)
50
Properties=species:S:1:pos:R:3:forces:R:3 method="wB97M-V/def2-TZVPD" de_lowest_kcal_mol=14.7 smiles="C[C@H](CNC(=O)CCC(=O)N1CCOc2ccccc21)c1ccccc1" orbital_gap_ha=0.3321 spin_multiplicity=1 e_lumo_ev=0.65 e_tot_ev=-31290.492 charge=0
C -6.470 -1.701 0.690 -0.10 -0.05 0.00
C -4.107 -0.513 -0.201 -0.02 0.06 -0.21
C 3.294 -0.877 0.080 0.10 -0.16 -0.12
C -2.696 1.543 -0.120 -0.24 -0.06 -0.03
C 4.198 1.120 0.990 0.41 0.01 -0.02
C -6.265 -1.487 -0.662 -0.10 -0.05 -0.03
O 1.320 0.667 -1.120 -0.14 0.01 -0.17
C 3.742 -3.613 -0.189 0.11 0.04 -0.01
H 5.829 -3.107 -0.054 0.13 -0.04 0.00
H -1.421 2.254 -1.630 0.17 0.06 0.11
H -1.493 -0.784 0.753 0.03 -0.03 0.15
H -0.712 -0.290 -0.751 0.08 -0.03 0.03
C 5.485 0.786 0.233 -0.15 0.53 0.13
H 6.359 1.236 0.712 -0.11 -0.01 -0.06
N 3.097 0.515 0.270 0.11 -0.22 0.15
H -2.584 1.513 0.966 -0.10 0.00 -0.09
H -4.941 -0.734 -2.159 0.04 0.03 -0.09
C -5.494 -1.322 1.596 -0.02 -0.01 0.10
C 4.811 -2.750 -0.056 0.01 0.13 0.03
H 1.956 2.803 1.071 0.12 0.05 -0.04
H 0.614 3.022 -1.653 -0.02 0.07 0.02
O -0.496 2.452 1.364 0.14 -0.09 0.42
C -5.093 -0.897 -1.100 0.02 0.02 0.00
H 4.082 2.196 1.072 -0.02 -0.06 0.00
H -3.594 2.122 -0.367 0.05 -0.08 0.12
C -2.830 0.122 -0.691 0.15 0.06 0.25
N -1.531 2.227 -0.628 -0.29 -0.08 -0.28
C -0.495 2.583 0.156 0.14 0.35 -0.57
H -3.572 -0.445 1.874 0.11 0.04 0.10
H -7.383 -2.162 1.035 -0.07 -0.03 0.03
H 1.608 -3.786 -0.269 -0.09 -0.06 -0.01
H 0.624 4.305 -0.421 -0.03 -0.03 -0.01
C 2.094 1.199 -0.350 0.21 0.35 0.11
H 2.829 3.227 -0.428 0.03 -0.01 0.08
C -4.324 -0.733 1.155 0.02 0.02 -0.02
H 3.920 -4.672 -0.298 0.02 -0.10 -0.01
C 2.449 -3.117 -0.177 -0.10 0.03 0.03
C 4.600 -1.382 0.077 -0.14 -0.11 -0.06
H -2.880 0.200 -1.784 -0.06 -0.02 0.04
C 1.980 2.680 -0.013 -0.37 0.04 -0.20
H -7.020 -1.780 -1.377 -0.06 -0.02 -0.05
H 1.223 -1.377 -0.009 -0.06 0.04 -0.01
H -5.646 -1.487 2.653 -0.01 -0.01 0.08
H 4.248 0.686 1.995 0.00 0.13 -0.06
H -1.727 -1.736 -0.716 0.01 -0.11 -0.01
C 0.673 3.226 -0.585 0.18 -0.21 0.26
H 5.407 1.160 -0.798 0.02 -0.02 0.12
C 2.228 -1.761 -0.034 0.00 -0.15 0.02
C -1.612 -0.727 -0.326 -0.05 0.12 -0.23
O 5.715 -0.602 0.223 -0.08 -0.35 0.01